A structure of composition C25H26F3Si, computed with ωB97M-V/def2-TZVPD.

Last column: Löwdin charge in e.
Geometry (Å):
C -4.685 -1.136 -0.245  -0.175
Si -3.625 0.305 -0.795  0.547
C -3.433 0.283 -2.658  -0.171
C -4.468 1.893 -0.270  -0.175
C -1.879 0.205 0.125  -0.148
C -0.656 -0.013 -0.663  -0.177
C 0.473 0.860 -0.588  0.017
C -0.510 -1.274 -1.378  -0.184
C -1.202 -2.455 -0.969  -0.016
C -0.889 -3.703 -1.483  -0.048
C 0.089 -3.838 -2.477  -0.027
C 0.765 -2.691 -2.923  -0.043
C 0.446 -1.432 -2.425  0.000
H -4.799 -1.133 0.845  0.043
H -5.681 -1.029 -0.694  0.048
H -4.268 -2.096 -0.558  0.024
H -2.821 1.132 -2.991  0.041
H -2.972 -0.647 -3.012  0.030
H -4.424 0.374 -3.124  0.048
H -3.875 2.772 -0.544  0.039
H -5.443 1.969 -0.765  0.046
H -4.636 1.906 0.812  0.041
H -1.804 1.157 0.661  0.090
H -2.059 -0.557 0.915  0.110
H 1.048 0.941 -1.525  0.103
H 0.345 1.776 -0.030  0.114
H -1.959 -2.370 -0.183  0.105
H -1.398 -4.583 -1.055  0.127
H 0.377 -4.834 -2.823  0.123
H 1.574 -2.796 -3.647  0.119
H 0.937 -0.561 -2.842  0.113
F 4.995 4.208 2.038  0.052
C 4.616 3.250 1.108  -0.200
C 5.142 3.327 -0.173  0.082
C 4.729 2.367 -1.074  -0.212
F 5.240 2.369 -2.357  0.053
C 3.721 1.447 -0.787  0.037
C 3.084 1.493 0.463  -0.178
C 1.974 0.526 0.544  -0.083
C 1.504 0.071 1.863  -0.188
C 0.993 -1.229 1.847  -0.053
C 0.373 -1.786 2.954  -0.050
C 0.353 -1.093 4.171  0.013
C 1.027 0.123 4.226  -0.213
F 1.025 0.825 5.423  0.040
C 1.558 0.775 3.107  0.071
C 3.623 2.330 1.463  0.065
H 5.852 4.112 -0.452  0.151
H 3.389 0.740 -1.531  0.123
H 2.300 -0.419 -0.066  0.161
H 1.059 -1.792 0.931  0.108
H -0.140 -2.738 2.853  0.114
H -0.164 -1.468 5.047  0.127
H 1.871 1.812 3.207  0.108
H 3.311 2.321 2.507  0.102

Force components x, y, z for each atom (eV/Å):
0.22 0.09 0.07
-0.47 0.04 -0.40
0.24 0.00 0.12
0.31 -0.08 0.12
0.26 0.67 0.48
-0.21 -1.50 0.94
1.63 1.22 0.41
0.33 -0.76 -0.82
-0.02 0.84 0.22
-0.25 -0.27 0.12
0.28 0.40 0.55
-0.16 -0.24 -0.09
-0.16 -0.25 0.63
-0.05 -0.09 -0.12
0.19 -0.05 0.09
-0.13 0.01 0.04
-0.11 -0.17 -0.05
-0.07 0.17 -0.02
0.23 -0.02 0.13
-0.12 -0.05 0.06
0.18 -0.04 0.06
0.00 0.08 -0.13
0.09 -0.09 -0.02
0.23 0.07 -0.63
-0.33 0.15 0.53
-0.74 0.57 -0.63
0.36 -0.15 -0.27
0.32 0.52 -0.45
-0.15 0.42 -0.02
-0.37 0.10 0.06
0.06 -0.09 0.05
-0.39 -1.55 -1.22
-0.35 0.68 0.61
0.53 0.35 0.15
-0.35 -0.44 -1.34
-0.41 0.05 1.55
0.45 1.12 0.18
0.78 0.48 -0.96
0.05 -3.21 -0.96
-0.15 -0.06 1.24
-0.32 0.07 0.63
-0.10 0.27 0.37
0.46 0.14 -0.38
-0.46 1.04 0.63
0.08 -0.93 -1.46
-0.82 -0.86 -0.63
-0.07 0.47 0.03
-0.24 -0.42 0.14
0.12 0.06 -0.20
-0.62 1.71 1.23
-0.12 -0.14 -0.18
0.21 0.03 0.17
0.16 0.01 -0.06
-0.25 -0.52 0.10
0.19 0.16 -0.69

Charge: +1
Energy relative to the best compared isomer or geometry (same formula, charge and spin): 28.4 kcal/mol
Orbital gap: 6.488 eV
HOMO: -0.443 hartree
2S+1: 1
LUMO: -5.57 eV
Energy: -1557.04016 Ha

A cluster of 3 separate species, C25H26F9IN5O6S in total, computed with ωB97M-V/def2-TZVPD.

Last column: Löwdin charge in e.
Geometry (Å):
C 1.413 1.926 1.060  0.081
C 0.925 3.098 0.737  -0.146
N 1.238 3.796 -0.501  0.028
C 2.550 3.538 -0.853  -0.362
N 3.476 4.215 -0.170  0.244
N 2.869 2.667 -1.800  0.155
C 1.988 2.595 -2.999  -0.093
C 1.014 3.758 -2.950  -0.121
C 0.244 3.860 -1.623  -0.382
C -0.483 5.221 -1.588  -0.137
C -0.823 5.784 -0.203  -0.319
C -2.016 6.738 -0.255  -0.685
I -2.904 6.982 1.649  0.827
S -0.948 2.445 -1.709  0.809
O -1.585 2.581 -2.986  -0.244
O -0.262 1.236 -1.374  -0.241
C -2.368 2.663 -0.534  -0.443
F -1.902 2.805 0.713  0.120
F -3.011 3.783 -0.862  0.131
C -3.380 1.453 -0.499  -0.367
F -4.505 1.957 0.020  0.180
F -2.869 0.570 0.369  0.163
C -3.776 0.632 -1.770  -0.341
F -2.698 0.038 -2.286  0.159
F -4.577 -0.329 -1.284  0.168
C -4.566 1.396 -2.906  -0.514
F -3.866 1.384 -4.043  0.176
F -5.741 0.799 -3.120  0.190
F -4.789 2.668 -2.545  0.172
H 2.009 1.322 0.386  0.088
H 1.215 1.496 2.032  0.066
H 0.292 3.652 1.415  0.113
H 4.351 3.810 0.125  0.143
H 3.230 5.136 0.154  0.141
H 3.852 2.745 -2.038  0.165
H 1.479 1.634 -3.018  0.119
H 2.626 2.669 -3.877  0.141
H 0.314 3.649 -3.778  0.135
H 1.538 4.705 -3.105  0.141
H 0.168 5.929 -2.109  0.129
H -1.382 5.142 -2.205  0.123
H -1.010 4.998 0.525  0.047
H 0.037 6.350 0.165  0.115
H -2.780 6.390 -0.949  0.040
H -1.706 7.722 -0.606  0.050
C -1.430 -3.656 3.171  -0.059
C -0.300 -4.265 3.698  -0.066
C 0.901 -3.575 3.754  0.002
C 0.935 -2.277 3.281  -0.140
C -0.178 -1.649 2.746  -0.007
C -1.368 -2.352 2.691  -0.064
N 2.206 -1.535 3.360  -0.340
O 3.174 -2.109 3.801  0.103
O 2.216 -0.373 2.977  0.029
H -2.366 -4.198 3.134  0.110
H -0.347 -5.278 4.069  0.105
H 1.786 -4.040 4.162  0.117
H -0.113 -0.636 2.381  0.102
H -2.250 -1.881 2.278  0.103
C 1.193 -8.339 -1.341  -0.068
C 0.405 -7.472 -0.595  -0.064
C 0.792 -7.106 0.684  -0.002
C 1.972 -7.622 1.187  -0.144
C 2.773 -8.488 0.466  0.001
C 2.372 -8.847 -0.811  -0.060
N 2.398 -7.229 2.543  -0.335
O 1.664 -6.485 3.169  0.052
O 3.450 -7.664 2.955  0.097
H 0.887 -8.620 -2.340  0.109
H -0.513 -7.079 -1.010  0.108
H 0.194 -6.434 1.281  0.112
H 3.685 -8.872 0.897  0.121
H 2.982 -9.525 -1.392  0.110

Force components x, y, z for each atom (eV/Å):
0.25 -0.61 0.04
-0.34 1.05 0.53
0.04 -0.63 -1.22
-0.56 -0.01 0.32
0.17 -0.28 0.11
0.71 0.99 -0.42
-0.29 -0.47 0.36
-0.15 -0.28 -0.39
0.39 0.71 0.54
-0.23 -0.06 -0.12
0.07 0.17 0.04
0.23 -0.01 -0.54
-0.06 0.06 0.10
-0.06 -0.37 -0.52
-0.09 0.20 -0.01
0.16 0.01 0.29
0.02 -0.02 0.10
0.03 -0.02 0.15
-0.04 0.11 -0.17
0.08 0.13 -0.15
-0.17 0.03 0.15
0.17 -0.19 0.01
-0.27 -0.03 0.01
0.17 0.05 -0.03
-0.10 -0.05 0.00
-0.05 -0.03 -0.28
-0.35 0.01 0.41
0.45 0.30 0.07
0.07 -0.28 -0.17
0.06 0.05 0.04
-0.06 0.02 -0.03
0.06 0.10 -0.04
0.14 0.13 -0.30
-0.16 -0.26 0.56
-0.03 -0.31 -0.07
0.02 0.03 -0.02
0.02 0.00 0.06
-0.07 0.13 0.09
0.06 -0.07 0.13
-0.05 -0.01 0.02
0.04 -0.04 0.01
-0.13 -0.02 -0.11
-0.02 -0.16 0.14
-0.09 -0.10 0.24
-0.04 0.01 0.14
0.02 0.02 0.00
-0.10 0.06 -0.01
-0.02 -0.06 0.06
0.00 0.01 0.02
-0.05 0.03 -0.03
0.00 -0.04 0.00
0.06 0.01 0.03
-0.03 0.02 -0.03
-0.06 -0.03 -0.05
0.00 0.00 0.00
0.02 -0.01 -0.01
0.03 0.04 -0.03
0.04 0.00 0.01
0.00 0.00 0.00
0.01 0.01 0.02
0.03 -0.02 -0.01
-0.07 0.03 -0.03
0.01 0.01 0.00
0.04 -0.05 -0.04
-0.03 0.02 -0.01
0.00 -0.02 0.04
0.06 -0.07 -0.03
-0.03 0.02 -0.01
0.00 -0.01 0.00
0.00 0.00 0.00
0.04 0.00 0.03
-0.01 0.03 0.04
0.00 0.00 0.00

Charge: +1
Orbital gap: 8.091 eV
HOMO: -0.426 hartree
2S+1: 1
LUMO: -3.50 eV
Energy: -3287.67838 Ha

A structure of composition C25H26FMnN9O6S, computed with ωB97M-V/def2-TZVPD.

Last column: Löwdin charge in e.
Geometry (Å):
Mn 0.377 0.010 -0.600  0.909
O 2.201 3.595 -2.476  -0.285
S 2.379 2.523 -1.531  0.602
O 3.369 2.727 -0.500  -0.315
N 0.950 2.018 -0.964  -0.210
C 0.086 2.929 -0.399  -0.269
C 0.425 4.158 0.144  -0.008
C -0.558 5.017 0.654  -0.064
C -1.890 4.698 0.607  -0.053
C -2.287 3.463 0.058  -0.159
C -3.632 3.056 -0.068  -0.008
C -3.929 1.838 -0.618  -0.059
C -2.878 0.996 -1.013  -0.146
N -1.614 1.333 -0.899  0.056
C -1.299 2.558 -0.407  -0.154
C 2.868 1.076 -2.454  -0.285
C 1.961 0.470 -3.314  -0.095
C 2.372 -0.620 -4.069  -0.097
C 3.674 -1.091 -3.962  -0.083
C 4.570 -0.477 -3.098  -0.064
C 4.165 0.610 -2.339  -0.053
H 1.468 4.439 0.184  0.107
H -0.248 5.957 1.093  0.109
H -2.643 5.382 0.976  0.108
H -4.419 3.722 0.264  0.118
H -4.954 1.518 -0.746  0.100
H -3.071 0.014 -1.434  0.107
H 0.963 0.881 -3.415  0.117
H 1.682 -1.090 -4.760  0.107
H 3.996 -1.932 -4.563  0.103
H 5.585 -0.843 -3.024  0.108
H 4.836 1.101 -1.645  0.116
C -3.570 -2.220 1.946  -0.036
N -2.601 -2.936 1.141  -0.148
C -2.950 -4.314 0.819  -0.045
C -1.508 -2.323 0.608  -0.404
N -1.164 -1.099 0.727  0.130
N -0.667 -3.194 -0.112  0.136
C 0.097 -2.833 -1.201  -0.528
N 1.050 -3.754 -1.540  0.167
N -0.205 -1.799 -1.906  0.094
H -4.490 -2.044 1.382  0.098
H -3.178 -1.262 2.274  0.079
H -3.811 -2.804 2.834  0.096
H -2.696 -4.548 -0.212  0.089
H -4.022 -4.443 0.947  0.089
H -2.445 -5.025 1.482  0.092
H -1.804 -0.512 1.242  0.059
H -0.384 -4.030 0.372  0.146
H 1.453 -4.292 -0.789  0.105
H 1.749 -3.401 -2.175  0.102
H 0.362 -1.744 -2.744  0.040
F 4.519 3.444 3.204  0.091
C 4.483 2.128 3.452  -0.181
C 4.146 1.264 2.484  0.063
N 4.104 -0.089 2.698  0.014
C 3.758 -1.024 1.640  -0.030
C 2.488 -0.690 0.853  -0.647
O 2.381 -1.213 -0.292  -0.069
O 1.589 -0.003 1.378  -0.032
C 4.415 -0.626 3.936  -0.464
O 4.397 -1.820 4.172  0.065
N 4.760 0.300 4.893  0.213
C 4.828 1.694 4.791  -0.400
O 5.143 2.375 5.739  0.099
H 3.884 1.642 1.506  0.127
H 3.595 -1.972 2.150  0.127
H 4.575 -1.159 0.930  0.137
H 4.991 -0.082 5.798  0.166

Force components x, y, z for each atom (eV/Å):
-0.12 -0.39 0.50
0.03 0.14 -0.02
-0.56 -0.28 -0.09
0.15 -0.11 0.21
0.73 -0.25 -0.22
-0.08 0.51 0.04
0.06 -0.47 -0.13
-0.25 0.05 0.03
0.05 0.23 0.06
0.15 -0.29 -0.06
0.03 -0.06 -0.02
-0.12 0.10 0.02
0.20 -0.06 -0.01
0.06 -0.11 -0.02
-0.05 0.30 0.07
-0.18 0.08 0.15
0.08 0.09 -0.15
-0.08 -0.01 0.00
0.05 -0.04 0.03
-0.02 -0.01 -0.06
0.03 0.04 0.11
-0.01 0.08 0.01
0.00 0.02 -0.03
0.01 -0.01 0.02
0.00 0.00 0.01
0.01 -0.02 -0.01
-0.03 -0.02 0.05
0.00 -0.03 0.00
0.00 0.03 -0.02
-0.01 -0.01 0.00
0.00 0.00 0.03
0.01 -0.01 -0.04
0.09 0.02 0.06
-0.02 -0.16 -0.12
0.14 0.03 0.03
-0.07 0.13 0.15
0.27 0.11 -0.28
0.21 0.04 0.18
-0.18 -0.23 -0.43
-0.04 -0.07 0.02
-0.03 0.43 0.18
0.01 0.02 -0.01
-0.01 -0.02 0.07
0.00 0.02 0.01
-0.03 -0.02 -0.01
-0.01 0.02 -0.01
-0.04 -0.01 -0.01
-0.12 -0.03 -0.06
-0.07 -0.04 0.01
0.02 0.02 0.02
0.06 0.06 0.04
0.18 -0.05 0.04
-0.01 -0.01 0.05
0.00 0.05 -0.23
0.04 0.45 0.17
-0.03 -0.23 0.14
-0.13 0.04 -0.26
-0.09 -0.24 0.31
-0.17 0.13 -0.09
0.04 0.30 -0.11
-0.07 -0.14 -0.13
0.00 0.10 0.03
0.01 0.11 0.07
-0.01 -0.22 0.06
-0.02 0.04 -0.11
-0.08 -0.09 -0.19
0.00 -0.10 -0.16
0.05 0.09 0.07
0.00 -0.04 0.03

Energy relative to the best compared isomer or geometry (same formula, charge and spin): 7.9 kcal/mol
Expectation value of S²: 8.754
Orbital gap (alpha / beta): 7.337 / 7.437 eV
HOMO (alpha / beta): -0.275 / -0.279 hartree
2S+1: 6
LUMO (alpha / beta): -0.14 / -0.15 eV
Energy: -3561.75237 Ha